{"formula": "CH29O17", "method": "the ωB97M-V functional and the def2-TZVPD basis", "homo_energy_ev": -7.28, "total_charge": -1, "energy_ev": -36318.8956, "molar_mass_da": 313.2, "e_above_lowest_ev": 0.783, "e_lumo_ha": 0.076, "species": ["C", "O", "O", "O", "H", "O", "H", "H", "O", "H", "H", "O", "H", "H", "O", "H", "H", "O", "H", "H", "O", "H", "H", "O", "H", "H", "O", "H", "H", "O", "H", "H", "O", "H", "H", "O", "H", "H", "O", "H", "H", "O", "H", "H", "O", "H", "H"], "coordinates": [[-0.15, 0.22, 0.59], [-0.73, -0.85, 0.76], [-0.12, 0.74, -0.67], [0.22, 0.93, 1.50], [-0.58, 0.23, -1.39], [-0.23, 3.49, 0.89], [0.53, 3.69, 0.38], [-0.08, 2.53, 0.90], [-1.24, 1.13, -4.35], [-1.37, 0.18, -4.37], [-1.84, 1.53, -3.77], [-0.41, -1.28, 3.30], [-0.45, -1.18, 2.33], [0.51, -1.54, 3.35], [2.87, 0.36, 1.42], [3.33, 0.79, 0.73], [1.95, 0.69, 1.54], [-0.78, -2.35, -1.61], [-0.82, -1.92, -0.78], [0.03, -2.13, -2.07], [2.91, 2.00, -0.92], [2.14, 1.68, -1.38], [2.57, 2.80, -0.54], [-2.75, -2.61, 1.55], [-2.50, -3.52, 1.70], [-2.03, -2.22, 1.10], [0.44, 2.06, 3.95], [0.53, 1.39, 4.58], [0.10, 1.57, 3.20], [1.13, 1.61, -3.13], [0.49, 1.46, -3.79], [1.35, 2.52, -3.17], [2.18, -1.63, -0.29], [2.53, -0.83, 0.17], [1.40, -1.88, 0.15], [-2.68, 0.74, 2.62], [-2.48, 1.64, 2.89], [-1.90, 0.43, 2.15], [1.51, -0.99, -2.68], [1.35, -0.04, -2.77], [1.79, -1.16, -1.79], [-3.27, 0.04, -1.74], [-3.27, 0.28, -2.66], [-3.08, 0.90, -1.30], [0.35, -3.57, 0.84], [0.90, -3.73, 1.59], [-0.36, -4.17, 0.98]], "nbo_charge": [1.002, -0.810, -0.765, -0.804, 0.517, -0.954, 0.434, 0.487, -0.955, 0.499, 0.475, -0.972, 0.484, 0.440, -0.992, 0.489, 0.509, -1.002, 0.482, 0.489, -0.954, 0.495, 0.459, -0.935, 0.442, 0.489, -0.961, 0.456, 0.495, -0.973, 0.503, 0.480, -0.981, 0.495, 0.489, -0.946, 0.463, 0.479, -1.022, 0.476, 0.491, -0.909, 0.441, 0.472, -0.927, 0.464, 0.468]}

=====

{"formula": "C3H6N2O", "method": "the ωB97M-V functional and the def2-TZVPD basis", "homo_energy_ev": -9.38, "energy_ev": -8235.0879, "smiles": "NC(=O)N1CC1", "molar_mass_da": 86.1, "e_above_lowest_ev": 1.611, "e_lumo_ha": 0.032, "species": ["N", "C", "O", "N", "C", "C", "H", "H", "H", "H", "H", "H"], "coordinates": [[2.01, 0.35, -0.22], [1.04, -0.62, -0.27], [1.27, -1.81, -0.44], [-0.24, -0.17, -0.13], [-1.49, -0.63, 0.29], [-1.15, 0.85, 0.15], [1.84, 1.33, -0.07], [2.94, 0.04, -0.46], [-2.07, -1.14, -0.48], [-1.60, -1.04, 1.30], [-1.57, 1.38, -0.71], [-0.99, 1.45, 1.05]], "nbo_charge": [-0.849, 0.787, -0.643, -0.467, -0.196, -0.217, 0.394, 0.406, 0.200, 0.196, 0.197, 0.192]}

=====

{"formula": "C24H27N3O4", "method": "the ωB97M-V functional and the def2-TZVPD basis", "homo_energy_ev": -7.69, "energy_ev": -37987.4762, "smiles": "COc1cc2cc(CN(C(=O)Nc3ccccc3)C3CCCC3)c(=O)[nH]c2cc1OC", "molar_mass_da": 421.5, "e_above_lowest_ev": 1.026, "e_lumo_ha": 0.009, "species": ["C", "O", "C", "C", "C", "C", "C", "C", "N", "C", "O", "N", "C", "C", "C", "C", "C", "C", "C", "C", "C", "C", "C", "C", "O", "N", "C", "C", "C", "O", "C", "H", "H", "H", "H", "H", "H", "H", "H", "H", "H", "H", "H", "H", "H", "H", "H", "H", "H", "H", "H", "H", "H", "H", "H", "H", "H", "H"], "coordinates": [[2.64, -3.97, 0.98], [2.48, -3.84, -0.41], [1.97, -2.67, -0.90], [1.69, -1.57, -0.11], [1.14, -0.40, -0.63], [0.77, 0.71, 0.19], [0.13, 1.79, -0.33], [-0.44, 2.89, 0.53], [-1.05, 2.39, 1.75], [-1.77, 1.23, 1.77], [-1.98, 0.60, 2.78], [-2.28, 0.86, 0.53], [-2.21, -0.42, -0.02], [-2.45, -0.58, -1.38], [-2.31, -1.81, -1.98], [-1.92, -2.91, -1.23], [-1.71, -2.77, 0.13], [-1.85, -1.54, 0.74], [-0.67, 2.98, 3.02], [-0.90, 4.51, 3.06], [0.47, 5.13, 3.32], [1.21, 4.06, 4.11], [0.81, 2.77, 3.39], [-0.15, 1.87, -1.76], [-0.76, 2.79, -2.29], [0.30, 0.81, -2.50], [0.88, -0.33, -2.00], [1.18, -1.41, -2.82], [1.71, -2.58, -2.30], [1.93, -3.54, -3.23], [2.36, -4.84, -2.89], [2.99, -4.99, 1.13], [1.69, -3.83, 1.51], [3.39, -3.27, 1.37], [1.87, -1.61, 0.95], [0.95, 0.64, 1.25], [-1.16, 3.45, -0.09], [0.35, 3.59, 0.81], [-2.38, 1.59, -0.16], [-2.74, 0.28, -1.97], [-2.49, -1.92, -3.04], [-1.80, -3.88, -1.70], [-1.42, -3.62, 0.73], [-1.69, -1.42, 1.80], [-1.30, 2.48, 3.76], [-1.35, 4.87, 2.14], [-1.58, 4.75, 3.88], [0.99, 5.33, 2.38], [0.40, 6.07, 3.87], [2.29, 4.21, 4.12], [0.86, 4.04, 5.14], [1.41, 2.65, 2.49], [0.94, 1.88, 4.01], [0.09, 0.85, -3.49], [0.98, -1.38, -3.88], [1.67, -5.34, -2.21], [2.40, -5.38, -3.83], [3.36, -4.82, -2.44]], "nbo_charge": [-0.250, -0.510, 0.219, -0.251, -0.057, -0.165, -0.066, -0.276, -0.450, 0.805, -0.645, -0.656, 0.256, -0.285, -0.194, -0.253, -0.179, -0.297, -0.046, -0.421, -0.401, -0.401, -0.419, 0.608, -0.648, -0.556, 0.185, -0.278, 0.308, -0.490, -0.240, 0.201, 0.180, 0.177, 0.222, 0.221, 0.230, 0.225, 0.398, 0.212, 0.213, 0.211, 0.208, 0.248, 0.248, 0.215, 0.213, 0.193, 0.214, 0.212, 0.198, 0.194, 0.222, 0.416, 0.224, 0.183, 0.190, 0.187]}

=====

{"formula": "C28H24BeN8S", "method": "the ωB97M-V functional and the def2-TZVPD basis", "homo_energy_ev": -13.23, "total_charge": 2, "energy_ev": -52570.3836, "molar_mass_da": 513.6, "e_above_lowest_ev": 5.744, "e_lumo_ha": -0.228, "species": ["Be", "C", "N", "C", "C", "N", "C", "C", "C", "C", "C", "C", "N", "C", "N", "C", "C", "C", "C", "C", "C", "N", "H", "H", "H", "H", "H", "H", "H", "H", "H", "H", "H", "H", "H", "H", "H", "N", "C", "C", "C", "C", "C", "C", "S", "N", "C", "C", "C", "C", "C", "C", "N", "H", "H", "H", "H", "H", "H", "H", "H", "H"], "coordinates": [[0.58, -0.38, -0.40], [1.97, -0.34, 2.49], [0.64, 0.25, 2.50], [-0.49, -0.59, 2.86], [-1.13, -1.03, 1.54], [-0.29, -1.68, -0.65], [-1.40, -2.22, -1.27], [-1.48, -2.10, -2.66], [-2.58, -2.57, -3.35], [-3.62, -3.20, -2.69], [-3.55, -3.35, -1.32], [-2.46, -2.87, -0.59], [-2.50, -1.78, 1.67], [2.71, -0.17, 1.19], [2.20, -0.20, -0.03], [3.27, -0.09, -0.93], [3.29, -0.06, -2.32], [4.52, 0.06, -2.92], [5.70, 0.16, -2.17], [5.69, 0.14, -0.79], [4.44, 0.01, -0.19], [4.05, -0.04, 1.14], [1.90, -1.42, 2.69], [2.59, 0.06, 3.29], [0.63, 1.13, 3.00], [-1.20, -0.02, 3.46], [-0.19, -1.47, 3.43], [-0.66, -1.62, -3.18], [-2.61, -2.46, -4.43], [-4.47, -3.59, -3.23], [-4.35, -3.86, -0.79], [-2.83, -1.93, 2.63], [2.38, -0.15, -2.90], [4.58, 0.08, -4.00], [6.64, 0.26, -2.69], [6.60, 0.21, -0.22], [4.65, 0.02, 1.94], [-2.21, 2.32, 0.05], [-1.62, 3.61, -0.04], [-2.21, 4.69, 0.59], [-1.59, 5.93, 0.53], [-0.37, 6.08, -0.10], [0.24, 4.99, -0.70], [-0.40, 3.76, -0.69], [0.25, 2.36, -1.56], [-0.29, 1.10, -0.51], [-1.45, 1.20, 0.06], [-1.92, 0.01, 0.78], [-3.07, -0.62, 0.97], [-2.44, -3.11, 0.90], [-1.18, -3.82, 1.34], [-0.05, -3.14, 1.25], [-0.19, -1.78, 0.79], [-3.08, 2.27, 0.54], [-3.16, 4.57, 1.10], [-2.07, 6.79, 1.00], [0.11, 7.05, -0.14], [1.20, 5.09, -1.19], [-4.12, -0.51, 0.70], [-3.33, -3.66, 1.18], [-1.22, -4.87, 1.62], [0.95, -3.53, 1.42]], "nbo_charge": [1.680, -0.258, -0.639, -0.254, 0.362, -0.788, 0.249, -0.257, -0.147, -0.233, -0.160, -0.188, -0.414, 0.449, -0.733, 0.077, -0.208, -0.184, -0.176, -0.234, 0.164, -0.505, 0.228, 0.229, 0.402, 0.228, 0.217, 0.223, 0.237, 0.241, 0.220, 0.439, 0.224, 0.239, 0.242, 0.241, 0.441, -0.540, 0.093, -0.214, -0.170, -0.184, -0.212, -0.156, 0.495, -0.849, 0.462, -0.070, 0.049, -0.088, -0.194, -0.021, -0.453, 0.420, 0.227, 0.243, 0.244, 0.241, 0.265, 0.255, 0.262, 0.239]}

=====

{"formula": "C10H12FN", "method": "the ωB97M-V functional and the def2-TZVPD basis", "homo_energy_ev": -9.12, "energy_ev": -14769.7160, "smiles": "[H]/N=C(/C)c1ccccc1.C=CF", "molar_mass_da": 165.2, "e_above_lowest_ev": 2.037, "e_lumo_ha": 0.028, "species": ["H", "N", "C", "C", "C", "C", "C", "C", "C", "C", "H", "H", "H", "H", "H", "H", "H", "H", "C", "C", "F", "H", "H", "H"], "coordinates": [[-0.75, -2.51, 0.56], [-0.38, -2.44, -0.48], [0.47, -1.56, -0.72], [1.07, -1.49, -2.11], [0.89, -0.55, 0.34], [1.02, -1.01, 1.66], [1.55, -0.22, 2.61], [1.60, 1.15, 2.42], [1.30, 1.68, 1.11], [1.02, 0.80, 0.07], [0.32, -1.83, -2.75], [1.93, -2.11, -2.34], [1.42, -0.46, -2.29], [0.92, -2.16, 1.61], [1.92, -0.49, 3.61], [1.95, 1.69, 3.37], [1.45, 2.65, 0.91], [0.90, 1.12, -1.00], [-3.73, 1.21, -1.41], [-2.56, 1.34, -0.84], [-2.25, 2.08, 0.22], [-3.79, 0.65, -2.31], [-4.56, 1.74, -1.07], [-1.71, 0.71, -1.18]], "nbo_charge": [0.342, -0.618, 0.294, -0.667, -0.108, -0.196, -0.228, -0.194, -0.197, -0.198, 0.236, 0.238, 0.209, 0.219, 0.220, 0.224, 0.207, 0.214, -0.502, 0.252, -0.330, 0.218, 0.207, 0.156]}

=====

{"formula": "C10H15Cl2NRuS", "method": "the ωB97M-V functional and the def2-TZVPD basis", "homo_energy_ev": [-5.22, -6.97], "s2": 6.07, "energy_ev": -50555.6999, "molar_mass_da": 353.3, "spin_multiplicity": 5, "e_above_lowest_ev": 5.488, "e_lumo_ha": [-0.072, -0.127], "species": ["Ru", "Cl", "Cl", "C", "H", "H", "C", "C", "H", "C", "H", "C", "H", "H", "C", "H", "H", "C", "H", "H", "H", "H", "S", "C", "C", "N", "C", "H", "H", "H"], "coordinates": [[-1.46, 1.43, 1.75], [-0.07, 3.12, 0.99], [-0.45, 1.74, 3.72], [2.16, -0.49, -0.16], [2.59, -0.95, 0.74], [2.01, 0.58, 0.01], [-0.99, 0.51, 0.23], [1.64, -1.09, -1.26], [-0.95, -0.61, 0.16], [1.30, -0.25, -2.57], [0.72, -1.67, -0.97], [0.90, 1.23, -2.40], [2.22, -0.25, -3.20], [0.50, -0.71, -3.20], [-0.63, 1.48, -2.31], [1.40, 1.74, -1.56], [1.24, 1.72, -3.34], [-1.45, 1.07, -1.05], [-0.79, 2.55, -2.50], [-1.09, 1.02, -3.20], [-1.94, 1.98, -0.64], [-2.08, 0.24, -1.39], [-1.61, -3.03, 2.79], [0.04, -2.70, 3.09], [0.33, -1.37, 2.89], [-0.85, -0.63, 2.53], [-1.92, -1.39, 2.38], [0.76, -3.42, 3.47], [1.31, -0.87, 2.94], [-2.86, -0.99, 2.05]], "nbo_charge": [0.767, -0.483, -0.518, -0.311, 0.205, 0.220, -0.243, -0.120, 0.163, -0.458, 0.214, -0.399, 0.222, 0.216, -0.391, 0.221, 0.219, -0.527, 0.225, 0.195, 0.232, 0.220, 0.464, -0.453, -0.027, -0.445, -0.157, 0.260, 0.249, 0.238]}